Record 1
C11H20LuN3P2 | ωB97M-V/def2-TZVPD

Summary:
* lowest unoccupied orbital energy (spin up / spin down): 0.0199 / 0.0126 Ha
* F_max: 0.069 Eh/bohr
* ΔE to the lowest compared entry with this formula, charge and spin: 0.0 kcal/mol
* highest occupied orbital energy (spin up / spin down): -4.16 / -3.91 eV
* total charge: 0

Structure (XYZ):
```
37
C11H20LuN3P2, DFT ωB97M-V/def2-TZVPD
C 1.47 -3.66 -1.96
C 2.49 -3.12 -1.12
C 2.02 -3.19 0.24
C 0.71 -3.80 0.22
C 0.38 -4.09 -1.14
Lu 0.58 -1.72 -0.96
P -0.63 -0.83 -3.26
H 1.58 -3.86 -3.03
H 3.45 -2.74 -1.44
H 2.54 -2.83 1.12
H -0.48 -4.65 -1.49
H 0.09 -4.02 1.08
H -1.84 -1.46 -3.65
H 0.16 -0.73 -4.43
H -1.08 0.53 -3.12
C -1.84 2.42 1.89
N -0.96 1.36 2.42
C 0.45 1.84 2.43
N 0.91 2.31 1.11
C -0.01 3.38 0.63
N -1.43 2.96 0.56
C -1.65 1.98 -0.51
P -0.68 0.49 -0.07
C -1.10 0.10 1.68
C 1.04 1.21 0.14
H -1.80 3.26 2.60
H -2.86 2.01 1.78
H 1.10 1.01 2.74
H 0.49 2.70 3.12
H 0.29 3.70 -0.38
H 0.04 4.21 1.36
H -2.72 1.70 -0.59
H -1.31 2.38 -1.48
H -0.44 -0.68 2.09
H -2.14 -0.26 1.73
H 1.40 1.62 -0.81
H 1.79 0.46 0.48
```

List of Löwdin charges in e, atom by atom: atom 1 (C): -0.2898, atom 2 (C): -0.2668, atom 3 (C): -0.2623, atom 4 (C): -0.2516, atom 5 (C): -0.2641, atom 6 (Lu): 0.8518, atom 7 (P): 0.5556, atom 8 (H): 0.1016, atom 9 (H): 0.0820, atom 10 (H): 0.0883, atom 11 (H): 0.0981, atom 12 (H): 0.0871, atom 13 (H): -0.1417, atom 14 (H): -0.1335, atom 15 (H): -0.1525, atom 16 (C): -0.1755, atom 17 (N): -0.1840, atom 18 (C): -0.1775, atom 19 (N): -0.1751, atom 20 (C): -0.1720, atom 21 (N): -0.1776, atom 22 (C): -0.3346, atom 23 (P): 0.8097, atom 24 (C): -0.3514, atom 25 (C): -0.3604, atom 26 (H): 0.1253, atom 27 (H): 0.1233, atom 28 (H): 0.1257, atom 29 (H): 0.1249, atom 30 (H): 0.1239, atom 31 (H): 0.1251, atom 32 (H): 0.0921, atom 33 (H): 0.0827, atom 34 (H): 0.0702, atom 35 (H): 0.0801, atom 36 (H): 0.0670, atom 37 (H): 0.0560

---

Record 2
C11H20N2NaO6P2 | ωB97M-V/def2-TZVPD

Summary:
* lowest unoccupied orbital energy: -0.1450 Ha
* F_max: 0.021 Eh/bohr
* ΔE to the lowest compared entry with this formula, charge and spin: 0.0 kcal/mol
* highest occupied orbital energy: -12.63 eV
* total charge: +1

Structure (XYZ):
```
42
C11H20N2NaO6P2, DFT ωB97M-V/def2-TZVPD
C 3.02 -0.84 2.30
C 2.30 0.03 1.90
C 1.36 1.05 1.47
P -0.08 0.51 0.45
O -1.06 1.22 1.69
C -0.90 1.61 -0.79
P -0.69 3.42 -0.58
O -0.21 4.06 -1.79
O -2.14 3.96 -0.13
O 0.20 3.71 0.70
N -0.68 -1.02 0.84
C -1.90 -1.41 0.81
C -2.75 -1.45 -0.43
C -2.55 -1.96 2.05
N 0.97 -0.22 -0.91
C 1.07 -1.63 -1.02
C 0.33 -2.28 -2.15
O 1.76 -2.29 -0.26
C 2.08 0.55 -1.29
C 3.35 -0.15 -1.69
O 1.96 1.75 -1.31
H 3.40 -1.73 2.74
H 1.85 1.91 1.02
H 0.92 1.42 2.40
H -1.91 1.55 1.35
H -0.51 1.43 -1.78
H -1.97 1.38 -0.81
H -2.86 3.36 -0.32
H -0.33 3.93 1.48
H -3.80 -1.35 -0.19
H -2.43 -0.70 -1.15
H -2.58 -2.42 -0.88
H -1.85 -1.90 2.87
H -2.92 -2.98 1.91
H -3.38 -1.28 2.28
H -0.50 -2.87 -1.76
H -0.04 -1.53 -2.85
H 1.03 -2.93 -2.67
H 4.05 0.61 -2.04
H 3.75 -0.75 -0.89
H 3.14 -0.80 -2.54
Na 1.50 -2.94 1.93
```

List of Löwdin charges in e, atom by atom: atom 1 (C): 0.1028, atom 2 (C): -0.1284, atom 3 (C): -0.2021, atom 4 (P): 0.7899, atom 5 (O): -0.2670, atom 6 (C): -0.2464, atom 7 (P): 0.3947, atom 8 (O): -0.2311, atom 9 (O): -0.1167, atom 10 (O): -0.1102, atom 11 (N): 0.0003, atom 12 (C): -0.4134, atom 13 (C): -0.0082, atom 14 (C): -0.0130, atom 15 (N): -0.0676, atom 16 (C): -0.4922, atom 17 (C): 0.0332, atom 18 (O): 0.0261, atom 19 (C): -0.5181, atom 20 (C): 0.0345, atom 21 (O): 0.0749, atom 22 (H): 0.0412, atom 23 (H): 0.1013, atom 24 (H): 0.1038, atom 25 (H): 0.0414, atom 26 (H): 0.0682, atom 27 (H): 0.0582, atom 28 (H): 0.0716, atom 29 (H): 0.0989, atom 30 (H): 0.0938, atom 31 (H): 0.0717, atom 32 (H): 0.0940, atom 33 (H): 0.0814, atom 34 (H): 0.0949, atom 35 (H): 0.1047, atom 36 (H): 0.0792, atom 37 (H): 0.0934, atom 38 (H): 0.1017, atom 39 (H): 0.0989, atom 40 (H): 0.0827, atom 41 (H): 0.0985, atom 42 (Na): 0.6785

---

Record 3
C11H20N2O3 | ωB97M-V/def2-TZVPD

Summary:
* lowest unoccupied orbital energy: 0.0215 Ha
* F_max: 0.047 Eh/bohr
* ΔE to the lowest compared entry with this formula, charge and spin: 14.9 kcal/mol
* highest occupied orbital energy: -9.42 eV
* SMILES: CC[C@H](C)[C@H](N)C(=O)N1CCC[C@H]1C(=O)O
* total charge: 0

Structure (XYZ):
```
36
C11H20N2O3, DFT ωB97M-V/def2-TZVPD
C -0.03 0.38 4.40
C -0.68 0.38 2.98
C 0.06 1.16 1.89
C -0.08 2.64 2.27
C -0.41 0.88 0.41
N -1.87 0.88 0.29
C 0.07 -0.50 -0.09
O 0.55 -1.39 0.63
N -0.05 -0.69 -1.42
C -0.22 0.29 -2.46
C -0.61 -0.54 -3.65
C 0.25 -1.78 -3.50
C 0.33 -1.95 -1.98
C 1.79 -2.40 -1.58
O 2.15 -3.53 -1.40
O 2.62 -1.34 -1.47
H -0.60 -0.23 5.12
H -0.02 1.37 4.89
H 1.01 0.03 4.32
H -1.76 0.70 3.00
H -0.69 -0.68 2.64
H 1.13 0.88 1.89
H 0.56 3.30 1.67
H 0.20 2.90 3.30
H -1.12 2.95 2.12
H 0.05 1.63 -0.29
H -2.29 1.80 0.46
H -2.18 0.55 -0.58
H -1.05 1.03 -2.20
H 0.73 0.83 -2.67
H -1.65 -0.79 -3.54
H -0.45 -0.04 -4.61
H -0.16 -2.67 -3.96
H 1.24 -1.59 -3.87
H -0.34 -2.73 -1.66
H 3.50 -1.74 -1.37
```

List of Löwdin charges in e, atom by atom: atom 1 (C): -0.0991, atom 2 (C): -0.2355, atom 3 (C): -0.3345, atom 4 (C): -0.0785, atom 5 (C): -0.2556, atom 6 (N): 0.0712, atom 7 (C): -0.3659, atom 8 (O): 0.0835, atom 9 (N): -0.0237, atom 10 (C): -0.1695, atom 11 (C): -0.1649, atom 12 (C): -0.1094, atom 13 (C): -0.1792, atom 14 (C): -0.4663, atom 15 (O): 0.1193, atom 16 (O): 0.1091, atom 17 (H): 0.0690, atom 18 (H): 0.0575, atom 19 (H): 0.0736, atom 20 (H): 0.1171, atom 21 (H): 0.1012, atom 22 (H): 0.1415, atom 23 (H): 0.0754, atom 24 (H): 0.0700, atom 25 (H): 0.0733, atom 26 (H): 0.1402, atom 27 (H): 0.0903, atom 28 (H): 0.0388, atom 29 (H): 0.1371, atom 30 (H): 0.1417, atom 31 (H): 0.1132, atom 32 (H): 0.1270, atom 33 (H): 0.1255, atom 34 (H): 0.1162, atom 35 (H): 0.1575, atom 36 (H): 0.1329

---

Record 4
C11H20N3O3 | ωB97M-V/def2-TZVPD

Summary:
* lowest unoccupied orbital energy: -0.1059 Ha
* F_max: 0.012 Eh/bohr
* highest occupied orbital energy: -11.20 eV
* total charge: +1

Structure (XYZ):
```
37
C11H20N3O3, DFT ωB97M-V/def2-TZVPD
C 4.93 3.21 -1.15
N 3.49 3.20 -1.36
C 3.01 2.07 -2.11
C 1.50 2.04 -2.13
C 0.89 1.81 -0.76
O -0.35 2.52 -0.85
C 0.03 3.67 -1.51
O -0.37 4.76 -1.30
O 0.94 3.34 -2.46
H 5.28 4.23 -1.01
H 5.48 2.78 -2.00
H 5.19 2.65 -0.25
H 3.18 4.06 -1.80
H 3.33 1.15 -1.61
H 3.41 2.01 -3.14
H 1.14 1.33 -2.88
H 1.52 2.34 -0.04
H 0.73 0.77 -0.47
C -4.41 -4.05 0.76
C -3.01 -4.44 1.18
N -2.15 -3.27 1.46
C -0.83 -3.34 1.86
C -0.38 -2.07 1.99
N -1.43 -1.24 1.68
C -2.49 -1.99 1.36
C -1.41 0.23 1.68
H -4.40 -3.45 -0.15
H -4.97 -4.96 0.55
H -4.93 -3.50 1.54
H -2.51 -5.02 0.41
H -3.03 -5.04 2.09
H -0.35 -4.29 2.01
H 0.57 -1.68 2.28
H -3.45 -1.61 1.08
H -2.13 0.60 2.40
H -1.65 0.60 0.69
H -0.42 0.56 1.96
```

List of Löwdin charges in e, atom by atom: atom 1 (C): -0.1147, atom 2 (N): -0.1144, atom 3 (C): -0.1923, atom 4 (C): -0.2526, atom 5 (C): -0.1170, atom 6 (O): 0.0287, atom 7 (C): -0.5539, atom 8 (O): 0.2038, atom 9 (O): 0.0855, atom 10 (H): 0.0827, atom 11 (H): 0.0786, atom 12 (H): 0.0763, atom 13 (H): 0.1148, atom 14 (H): 0.1333, atom 15 (H): 0.1291, atom 16 (H): 0.1587, atom 17 (H): 0.1359, atom 18 (H): 0.1213, atom 19 (C): -0.0724, atom 20 (C): -0.1501, atom 21 (N): -0.0376, atom 22 (C): 0.0064, atom 23 (C): 0.0050, atom 24 (N): -0.0782, atom 25 (C): -0.0145, atom 26 (C): 0.0340, atom 27 (H): 0.0870, atom 28 (H): 0.0931, atom 29 (H): 0.0883, atom 30 (H): 0.1357, atom 31 (H): 0.1361, atom 32 (H): 0.1439, atom 33 (H): 0.1409, atom 34 (H): 0.1682, atom 35 (H): 0.1100, atom 36 (H): 0.0990, atom 37 (H): 0.1012